Entry 1:
133
Properties=species:S:1:pos:R:3 method="wB97M-V/def2-TZVPD" gap_ha=0.199 relative_energy_kj_mol=107.3 max_force_ev_per_a=0.9
C -3.553 -5.178 -0.914
H 5.574 0.791 -1.952
C -2.776 3.256 -1.425
C -2.803 -2.099 4.731
C -1.225 4.598 -5.780
C -4.602 4.788 -1.137
N -8.492 -1.411 -0.911
H -6.418 -4.288 0.653
P -2.203 -1.646 0.650
H -5.951 -2.254 -2.948
H 0.838 -4.450 0.065
C -2.655 1.350 3.186
H -3.410 0.595 3.019
H -5.186 5.630 -1.486
C -0.339 2.808 -3.798
C 0.040 -1.649 -2.838
C -0.765 3.351 3.573
H -5.041 -2.325 1.211
C -3.041 -1.927 3.378
H 5.691 -2.321 1.010
C -6.467 -1.731 -2.152
C 4.798 1.693 -0.159
C 5.771 4.086 -1.234
H 0.138 -2.107 2.255
H -3.258 4.813 -2.814
C 5.441 1.705 -1.392
H 6.137 5.013 -1.657
C -0.691 -2.083 2.952
C -1.505 -2.254 5.203
C 4.024 -1.206 -1.717
H 6.832 0.326 0.726
C -4.606 -3.146 0.657
H -6.034 0.568 0.274
H -0.680 6.146 -4.411
H -4.058 -1.812 3.030
C 7.543 -0.238 2.667
C 0.716 3.879 -1.403
C -1.898 1.796 2.114
H -5.782 4.507 0.637
C 4.805 -0.184 3.412
H 6.121 -4.195 -0.511
C 5.201 0.079 2.064
H 3.982 -1.280 7.101
C -5.803 -0.797 -1.368
C -1.985 -1.901 2.467
H -1.942 2.891 -2.007
H -1.363 3.305 5.634
C -2.763 -4.094 -0.555
H -1.570 5.278 -6.548
H -3.636 -2.115 5.424
H -0.697 -0.938 -4.699
Te -3.760 -0.342 -1.699
C 0.257 4.705 -2.365
C 0.503 -4.024 -2.759
C -3.299 -0.187 0.442
O 1.215 1.740 -0.639
H 2.375 -4.027 -0.757
H -0.914 1.275 -5.183
C 5.543 -3.348 -0.859
C 6.540 0.090 1.742
H 5.007 5.009 0.547
C 1.536 -3.644 -0.172
C 5.138 4.082 0.002
H -1.658 2.829 -6.929
O 0.881 -2.587 -0.857
H -1.743 -4.024 -0.916
C 0.086 1.902 -2.732
C 4.559 -1.184 -0.425
H -1.322 -2.383 6.263
H -3.047 1.525 5.285
C 0.114 -4.156 -4.082
C -1.514 2.886 4.646
H -8.435 -0.029 0.605
H 8.584 -0.203 2.370
H -4.443 2.598 1.445
H 7.923 -0.979 4.630
C -0.952 2.805 2.313
C -6.517 -0.167 -0.359
N 0.069 -0.365 -2.200
H 0.567 -2.397 4.664
H -0.029 4.132 3.721
C 5.047 -3.333 -2.154
C 4.278 -2.258 -2.581
H 5.249 -4.160 -2.823
C -4.187 3.086 0.513
C 7.181 -0.646 3.914
H 0.832 -4.899 -2.217
C -7.847 -0.506 -0.173
C -2.457 1.887 4.452
C 5.510 -1.032 5.636
C 5.932 2.895 -1.921
H -3.147 -5.957 -1.548
C -4.936 4.160 0.057
Sn 0.308 -0.143 0.069
H 6.316 -1.373 6.274
C -7.801 -2.001 -1.883
C -0.356 -1.810 -4.165
H 1.915 -3.214 0.752
C -3.522 4.335 -1.878
H 2.236 -0.295 5.665
C -0.857 2.340 -5.018
C 5.826 -0.630 4.317
C 3.234 -0.428 5.267
C -1.278 3.215 -5.991
H -0.624 -3.135 -5.822
H -8.343 -2.737 -2.469
C -0.320 -3.045 -4.788
C -3.102 2.626 -0.230
N -0.007 0.599 -3.032
C 0.472 -2.783 -2.137
I 1.872 1.024 3.123
C -0.273 4.201 -3.596
C 5.299 -2.285 0.002
H 0.158 -5.128 -4.557
P -2.133 1.198 0.395
H 4.171 2.901 1.504
C -4.864 -5.257 -0.467
H 0.287 5.780 -2.226
C -0.730 5.078 -4.595
H 6.443 2.883 -2.876
C -0.447 -2.257 4.308
H -0.382 3.168 1.461
C 4.663 2.897 0.537
C 3.502 -0.030 3.984
H 1.127 4.258 -0.476
H 3.399 -0.381 -2.045
C -3.280 -3.073 0.238
C 0.665 2.452 -1.544
C -5.389 -4.239 0.318
H 3.862 -2.249 -3.581
H -5.482 -6.102 -0.744
P 4.032 0.219 0.638
C 4.232 -0.969 6.095



Entry 2:
163
Properties=species:S:1:pos:R:3 method="wB97M-V/def2-TZVPD" total_charge=+1 gap_ha=0.247 max_force_ev_per_a=2.7
O 0.613 0.878 -1.174
O 1.558 -4.933 -6.685
H -3.533 5.446 -1.291
H 1.824 5.658 5.841
O -0.845 0.791 4.055
H -2.049 0.778 9.513
C -4.736 5.911 12.433
C -6.222 5.710 12.443
O -3.900 4.258 9.416
C 1.981 -7.528 -9.081
C -3.114 -1.839 3.272
O -4.229 6.579 13.464
H 0.844 -0.296 9.564
O -7.208 -7.565 -8.429
C -1.837 0.403 1.966
O 1.188 4.947 5.632
C 5.502 0.428 -2.162
C 3.294 -0.395 -3.086
O 1.964 7.206 4.450
O 0.255 -5.976 -8.775
O -5.538 2.144 7.085
H 3.132 3.646 7.386
H 1.758 0.157 -6.029
H 3.808 1.522 -6.312
C -3.970 5.440 11.440
H -3.618 -2.695 3.699
C -1.979 -3.832 -3.632
C -0.554 0.433 -3.320
C -2.719 0.350 -4.240
C -2.048 2.428 -1.389
H 0.368 -3.429 -6.757
N -3.328 4.428 -3.063
C 2.498 0.209 -5.233
O 11.345 3.003 -3.492
C -6.826 5.006 11.321
C -4.522 -6.866 -10.901
H -7.899 4.883 11.331
C 4.425 0.366 -3.230
C -1.583 0.112 3.370
O 0.314 0.195 7.055
O 3.601 3.188 9.922
H 3.832 -5.977 -5.925
H -7.797 -7.479 -9.203
C 1.785 2.030 7.110
C 2.619 2.800 7.820
O 2.455 1.092 11.118
N -2.365 -0.777 -4.836
H -1.328 1.254 1.535
C 3.369 -6.427 -6.792
C 10.528 -0.856 -2.152
O 10.180 -2.076 -1.741
C -1.827 1.005 -3.440
C -3.457 3.141 6.649
C 2.319 -0.495 -4.064
C -2.530 3.628 -0.901
C 1.433 -6.504 -8.421
H -2.986 3.073 -4.568
H -0.649 3.603 4.294
C -3.145 4.530 -1.744
H 9.251 -2.194 -2.011
O 1.086 2.070 -3.027
C -0.211 -0.766 -3.948
C 1.078 0.856 7.735
C -2.628 -4.464 -5.826
H -3.887 3.772 5.883
C 11.753 -0.357 -1.950
C -3.388 -1.527 1.880
C -1.182 -1.354 -4.720
O 1.543 2.270 5.818
O -1.708 4.288 1.999
B -0.959 -2.739 -5.536
H -4.977 -7.629 -7.030
C 9.464 -0.071 -2.860
H -2.265 -4.833 -3.283
H -3.724 0.726 -4.402
H 0.088 -5.255 -8.143
C -2.855 3.260 -3.496
C 0.641 5.278 4.463
H 9.003 1.835 -3.800
C -0.847 4.930 2.587
H 1.507 -7.985 -9.938
H -1.496 5.816 0.557
C -2.683 -0.357 1.265
H 5.258 -8.713 -7.711
C 11.009 1.778 -3.103
C -2.255 2.254 -2.762
H 6.411 -0.042 -2.562
C -4.568 4.715 10.331
C 3.924 -7.457 -7.448
C 3.627 0.977 -5.388
C -0.334 6.192 1.956
H 1.324 1.469 -0.868
H 5.496 1.664 -4.531
C 2.182 1.329 9.838
C 0.464 1.184 -2.473
H 12.279 3.119 -3.229
C 1.132 6.555 3.851
O 8.372 -0.588 -3.030
H -2.898 5.577 11.425
O -0.854 6.516 0.768
H 0.966 7.861 2.114
H -4.988 6.804 14.036
O -6.861 -7.087 -11.031
O -2.965 -0.114 -0.020
H -2.753 -5.548 -5.729
H 3.081 1.790 11.392
O -2.561 -7.268 -7.953
O 5.078 -7.992 -7.077
H 12.528 -0.914 -1.444
C 3.266 -8.069 -8.653
H -3.575 -3.998 -5.516
O -1.300 4.002 6.357
H -1.572 1.699 -0.752
C -4.900 -7.430 -8.090
O -6.593 3.893 9.285
C -3.776 1.362 8.424
C -6.063 4.537 10.326
C 2.866 2.515 9.226
H -1.603 -6.785 -9.830
H -1.192 -3.489 -2.954
H 5.732 1.467 -1.908
O 13.178 1.487 -2.278
C -0.291 4.522 3.866
H 1.211 -1.726 -2.730
C 12.083 0.983 -2.418
H 3.165 -0.952 -2.156
C 4.589 1.077 -4.417
C 9.784 1.274 -3.307
H -2.401 3.826 0.163
H -2.477 -4.228 -6.886
H -5.856 3.652 8.698
O -4.636 0.558 9.049
C -2.158 3.182 6.964
C -5.974 -7.378 -8.887
H 5.174 -0.139 -1.285
C 0.590 6.948 2.555
C -4.349 2.229 7.343
H -0.429 3.832 6.771
H 1.269 -2.328 -4.372
O -0.383 2.367 8.253
C -3.445 -6.914 -10.107
F -3.285 -1.382 -5.619
C 2.106 -5.879 -7.236
O -0.297 -2.720 -6.718
C 1.345 0.559 9.132
O 3.824 -8.986 -9.217
H -4.449 -6.653 -11.959
N -1.469 -4.001 -5.023
H -3.621 -0.791 -0.277
C -2.475 1.399 8.737
H -5.505 0.721 8.637
C -5.851 -7.104 -10.356
C -2.270 -1.078 3.985
O -6.861 6.145 13.380
O -2.006 -1.335 5.262
C -3.568 -7.216 -8.637
H -1.377 -0.649 5.564
C 1.141 -1.412 -3.781
C -1.578 2.298 8.027
H -2.882 -3.205 -3.598
O -2.216 -6.696 -10.585
O -4.159 -2.164 1.186
H 0.912 1.587 5.523



HOMO level values (in eV) by entry order: -6.366 -10.627.